The following is a DFT calculation (ωB97M-V with the def2-TZVPD basis set) of a 2-piece molecular cluster, C6H7N overall.

Summary:
total energy	-7817.9679	eV
LUMO energy (alpha / beta)	0.01410 / 0.03057	Eh
energy above the lowest of the compared OMol25 structures with the same formula, charge and spin	177.1	kcal/mol
largest force on an atom	0.0814	Eh/bohr

```
! RIJCOSX wB97M-V def2-TZVPD def2/J DEFGRID3
* xyz 0 1
C 2.332 1.469 -0.021
C 1.648 0.350 -0.036
C 0.858 1.604 -0.120
C -2.680 0.814 -0.495
C -1.918 1.003 0.511
C 1.705 -1.121 0.233
N -0.083 2.358 -0.002
H 3.299 1.824 0.272
H -3.548 0.342 -0.226
H -2.742 1.139 -1.592
H -1.898 0.874 1.619
H 2.264 -1.490 -0.611
H 0.733 -1.576 0.353
H 2.261 -1.302 1.135
*
```



The following is a DFT calculation (ωB97M-V with the def2-TZVPD basis set) of C11H7NO4S5Y as an isolated structure.

Summary:
total energy	-76411.4271	eV
LUMO energy (alpha / beta)	-0.23290 / -0.23291	Eh
energy above the lowest of the compared OMol25 structures with the same formula, charge and spin	74.2	kcal/mol
largest force on an atom	0.1053	Eh/bohr

```
! RIJCOSX wB97M-V def2-TZVPD def2/J DEFGRID3
* xyz 1 1
Y -0.826 2.416 -0.348
O -1.753 -1.770 2.171
C -1.714 -0.797 1.286
O -0.970 0.169 1.395
C -2.617 -0.975 0.130
C -3.522 -2.007 -0.007
C -4.279 -2.059 -1.180
C -4.078 -1.115 -2.170
C -3.128 -0.120 -1.932
N -2.450 -0.052 -0.813
C -2.744 0.929 -3.003
O -3.391 0.901 -4.023
O -1.751 1.667 -2.632
H -1.123 -1.601 2.888
H -3.639 -2.738 0.780
H -5.003 -2.851 -1.317
H -4.621 -1.121 -3.103
C 3.916 3.288 0.393
S 3.777 2.455 1.997
C 3.874 0.765 1.622
C 3.262 0.050 0.570
S 2.081 0.584 -0.483
S 3.742 -1.624 0.466
C 4.733 -1.678 1.892
S 5.573 -2.969 2.369
S 4.781 -0.156 2.748
H 3.940 4.350 0.633
H 3.077 3.062 -0.252
H 4.851 2.997 -0.078
*
```



What is the energy above the lowest of the compared OMol25 structures with the same formula, charge and spin in the second record?
74.2 kcal/mol